Entry 1:
{
  "formula": "C30H48Cl2LaN3O6Si",
  "method": "the ωB97M-V functional and the def2-TZVPD basis",
  "e_above_lowest_kj_mol": 243.75,
  "fmax_ev_per_a": 3.595,
  "homo_ev": -7.91,
  "charge": 0,
  "spin_multiplicity": 1,
  "energy_ha": -3029.35723,
  "elements": ["C", "C", "H", "H", "H", "C", "C", "H", "H", "H", "H", "La", "Cl", "C", "O", "N", "C", "C", "H", "H", "H", "H", "H", "H", "H", "H", "H", "C", "C", "N", "H", "C", "O", "H", "H", "H", "H", "H", "H", "C", "C", "N", "H", "C", "O", "H", "H", "H", "H", "O", "C", "C", "C", "H", "C", "H", "C", "H", "C", "C", "H", "H", "H", "Si", "Cl", "C", "C", "C", "H", "H", "H", "H", "H", "H", "H", "H", "H", "O", "C", "O", "C", "C", "C", "C", "C", "C", "H", "H", "H", "H", "H"],
  "coordinates": [[4.056, -0.233, 1.211], [3.711, 1.210, 1.150], [5.052, -0.447, 0.809], [3.315, -0.841, 0.666], [4.032, -0.578, 2.258], [4.533, 2.220, 0.870], [5.992, 2.126, 0.589], [4.136, 3.237, 0.874], [6.367, 1.096, 0.548], [6.575, 2.661, 1.355], [6.240, 2.611, -0.368], [-0.069, -0.089, 0.138], [1.195, -2.199, -0.312], [-1.357, 2.441, 1.115], [-1.239, 1.853, 0.012], [-2.034, 3.568, 1.154], [-2.602, 4.134, -0.057], [-2.142, 4.307, 2.377], [-0.926, 2.074, 2.063], [-2.489, 3.428, -0.880], [-2.092, 5.078, -0.300], [-3.665, 4.350, 0.111], [-1.622, 3.770, 3.179], [-3.199, 4.432, 2.647], [-1.680, 5.296, 2.263], [-5.094, -2.125, -0.946], [-4.410, -4.030, 0.704], [-4.099, -2.242, -1.396], [-3.447, -4.048, 0.179], [-3.177, -2.768, -0.402], [-3.738, -1.280, -1.756], [-2.106, -2.101, -0.061], [-1.920, -0.992, -0.632], [-2.655, -4.299, 0.893], [-1.425, -2.548, 0.681], [-4.181, -2.951, -2.231], [-3.484, -4.820, -0.599], [3.651, 0.239, -1.685], [3.622, 2.746, -2.011], [2.926, 0.124, -2.507], [2.963, 2.567, -2.876], [2.186, 1.366, -2.661], [2.240, -0.689, -2.262], [0.882, 1.456, -2.415], [0.162, 0.475, -2.180], [2.291, 3.427, -2.998], [0.461, 2.463, -2.475], [3.468, -0.088, -3.439], [3.577, 2.458, -3.778], [1.704, 1.188, 0.221], [2.243, 1.475, 1.385], [1.509, 3.815, 0.760], [1.864, 2.899, 1.743], [1.442, 3.478, -0.275], [1.235, 5.136, 1.107], [1.904, 0.820, 2.212], [1.916, 3.293, 3.075], [0.972, 5.850, 0.329], [1.302, 5.538, 2.438], [1.637, 4.607, 3.421], [2.185, 2.561, 3.835], [1.089, 6.570, 2.709], [1.682, 4.910, 4.465], [2.561, -6.908, -1.486], [4.584, -6.510, -1.241], [2.063, -6.273, -3.172], [1.645, -6.022, -0.124], [2.333, -8.763, -1.367], [2.241, -5.192, -3.253], [0.995, -6.455, -3.361], [2.636, -6.769, -3.968], [2.909, -9.284, -2.145], [1.276, -9.038, -1.488], [2.670, -9.140, -0.391], [1.812, -4.935, -0.173], [1.974, -6.370, 0.866], [0.561, -6.198, -0.198], [-2.935, 0.315, 1.336], [-2.321, -0.238, 2.268], [-1.081, -0.469, 2.327], [-3.307, -0.670, 3.362], [-2.963, -1.512, 4.432], [-3.947, -1.948, 5.329], [-5.281, -1.554, 5.174], [-5.637, -0.715, 4.114], [-4.658, -0.283, 3.220], [-1.928, -1.838, 4.553], [-3.684, -2.608, 6.153], [-6.052, -1.897, 5.862], [-6.673, -0.403, 3.980], [-4.979, 0.357, 2.399]],
  "atomic_forces_ev_per_a": [[0.19, -0.60, 0.06], [0.59, 0.87, 0.92], [-0.22, -0.04, 0.08], [0.28, 0.24, 0.12], [0.04, 0.06, -0.25], [0.00, -0.08, 0.17], [0.62, 0.03, -0.30], [0.02, -0.21, 0.09], [-0.12, 0.27, 0.01], [-0.16, -0.14, -0.15], [-0.01, -0.12, 0.16], [1.37, 0.45, 2.48], [1.66, -3.14, -0.56], [-0.37, -0.22, -2.02], [-0.42, 2.42, 0.90], [0.06, 0.20, 0.33], [-0.16, 0.27, 0.06], [-0.21, 0.46, 0.51], [-0.15, 0.14, -0.28], [-0.03, 0.13, 0.23], [-0.08, -0.23, 0.05], [0.21, -0.07, -0.05], [-0.14, 0.16, -0.18], [0.22, 0.01, 0.03], [-0.09, -0.18, 0.08], [0.24, 0.00, -0.06], [0.17, -0.07, -0.05], [-0.35, -0.16, -0.08], [-0.32, -0.67, 0.28], [-0.33, -0.64, 0.19], [-0.08, -0.22, 0.12], [-0.52, 1.65, -1.75], [-1.86, -2.65, -0.70], [-0.22, 0.01, -0.15], [-0.18, 0.12, -0.13], [0.06, 0.13, 0.17], [0.00, 0.08, 0.15], [-0.27, -0.02, -0.22], [-0.15, -0.04, -0.20], [0.20, -0.01, 0.07], [0.17, 0.22, 0.14], [-0.31, 0.44, -0.05], [0.16, 0.14, -0.11], [0.45, -0.68, -0.43], [0.05, 0.53, -0.80], [0.23, -0.23, 0.01], [0.04, 0.11, 0.00], [-0.14, -0.02, 0.19], [-0.10, 0.06, 0.14], [-0.46, 0.00, -3.03], [0.95, 1.12, 0.85], [-0.06, 0.09, 0.00], [0.56, -0.05, 0.69], [0.07, 0.06, 0.28], [-0.04, -0.04, -0.03], [-0.11, -0.16, 0.36], [-0.08, 0.27, -0.03], [0.03, -0.06, 0.15], [0.00, -0.01, 0.04], [-0.08, 0.19, 0.17], [-0.03, 0.15, -0.10], [0.05, -0.20, -0.04], [-0.01, 0.01, -0.15], [-0.42, -0.02, 0.02], [0.13, -0.01, 0.00], [0.04, 0.06, -0.17], [-0.02, 0.12, 0.15], [0.07, -0.15, -0.01], [-0.05, -0.25, 0.06], [0.21, 0.03, 0.08], [-0.12, 0.10, 0.20], [-0.13, 0.14, 0.18], [0.21, 0.10, 0.02], [-0.07, 0.12, -0.22], [-0.06, -0.29, -0.01], [-0.06, 0.06, -0.25], [0.25, 0.01, -0.03], [0.96, 0.14, 0.15], [-2.72, 0.33, 0.33], [0.17, -0.25, 0.79], [-0.02, -0.55, 0.57], [-0.28, 0.19, -0.17], [-0.20, 0.11, -0.11], [0.24, 0.07, -0.18], [0.48, -0.15, 0.12], [-0.12, -0.05, 0.18], [-0.26, 0.15, -0.08], [0.02, 0.13, -0.16], [0.25, 0.01, -0.06], [0.28, -0.07, 0.04], [0.43, -0.20, 0.15]]
}



Entry 2:
{
  "formula": "C3H3FKO3",
  "method": "the ωB97M-V functional and the def2-TZVPD basis",
  "e_above_lowest_kj_mol": 8.32,
  "fmax_ev_per_a": 3.634,
  "homo_ev": [-6.76, -8.31],
  "charge": 0,
  "spin_multiplicity": 2,
  "energy_ha": -1041.60884,
  "elements": ["C", "C", "O", "C", "O", "O", "K", "F", "H", "H", "H"],
  "coordinates": [[1.617, 0.151, 0.144], [0.809, -1.079, 0.003], [-0.403, -0.843, -0.738], [-1.262, 0.058, -0.219], [-2.285, 0.320, -0.899], [-0.853, 0.814, 0.722], [-3.345, 2.407, 0.472], [1.792, 0.881, -0.976], [2.024, 0.578, 1.059], [0.553, -1.450, 1.004], [1.353, -1.839, -0.572]],
  "atomic_forces_ev_per_a": [[0.38, -0.11, 0.24], [-0.21, 0.59, 0.07], [0.01, -1.16, 0.07], [0.45, 3.57, -0.49], [-0.49, -0.89, 0.34], [-0.67, -1.06, 0.35], [0.76, -0.77, -0.26], [0.07, -0.08, 0.20], [-0.28, -0.06, -0.41], [0.27, -0.03, -0.16], [-0.28, -0.01, 0.05]]
}



Entry 3:
{
  "formula": "H26LiO17PZr",
  "method": "the ωB97M-V functional and the def2-TZVPD basis",
  "e_above_lowest_kj_mol": 0.00,
  "fmax_ev_per_a": 3.995,
  "homo_ev": -15.36,
  "charge": 2,
  "spin_multiplicity": 1,
  "energy_ha": -1690.44877,
  "elements": ["Li", "Zr", "P", "O", "O", "O", "O", "O", "H", "H", "O", "H", "H", "O", "H", "H", "O", "H", "H", "O", "H", "H", "O", "H", "H", "O", "H", "H", "O", "H", "H", "O", "H", "H", "O", "H", "H", "O", "H", "H", "O", "H", "H", "O", "H", "H"],
  "coordinates": [[1.008, 2.969, -1.648], [-1.676, -0.984, 0.108], [0.363, 0.487, -0.386], [0.198, -0.934, -1.007], [-1.141, 0.888, -0.684], [1.466, 1.453, -0.574], [-0.054, -0.043, 1.048], [-3.575, 0.159, -0.807], [-3.413, 0.523, -1.687], [-4.428, 0.513, -0.519], [-1.068, -3.156, -0.087], [-0.152, -3.498, 0.140], [-1.556, -3.903, -0.461], [1.404, -3.033, 0.514], [2.355, -2.964, 0.655], [1.207, -2.438, -0.228], [4.179, 2.442, -1.169], [3.412, 1.933, -0.872], [4.724, 2.518, -0.375], [0.092, -0.287, 3.638], [0.413, 0.208, 2.870], [0.096, 0.337, 4.375], [-2.202, -1.733, -2.008], [-2.874, -2.308, -2.406], [-1.643, -1.424, -2.740], [4.049, -0.381, -2.219], [3.764, 0.493, -1.918], [3.532, -1.029, -1.731], [1.887, 2.138, 2.105], [2.450, 1.419, 2.416], [1.739, 1.981, 1.158], [-0.942, 3.180, -2.237], [-1.252, 2.447, -1.657], [-1.745, 3.617, -2.539], [-1.476, -1.975, 2.247], [-1.013, -1.367, 2.908], [-1.357, -2.879, 2.565], [-2.606, 0.262, 1.752], [-3.378, 0.376, 2.321], [-1.927, 0.936, 2.064], [1.433, -1.973, -3.189], [1.023, -1.627, -2.377], [0.891, -1.692, -3.932], [-0.963, 2.504, 2.362], [-1.240, 3.367, 2.033], [-0.006, 2.479, 2.175]],
  "atomic_forces_ev_per_a": [[-0.03, 0.45, -0.40], [0.83, 0.30, 1.47], [-2.97, -2.02, 1.75], [1.12, -0.60, -1.36], [-0.12, 1.75, -1.55], [-0.23, 0.19, -0.65], [1.18, 0.42, 0.77], [-0.42, -0.37, 0.04], [0.04, -0.07, 0.05], [0.14, -0.08, 0.22], [-0.05, -0.74, 0.07], [-0.34, 0.32, 0.26], [0.05, 0.11, -0.09], [-0.24, 0.28, -0.34], [-0.01, -0.38, 0.09], [0.49, 0.22, 0.12], [-0.59, -0.05, 0.19], [0.27, 0.19, 0.20], [0.15, 0.07, -0.19], [-0.10, 0.10, 0.16], [-0.03, -0.10, 0.02], [-0.09, -0.20, 0.07], [-0.12, 0.10, -0.65], [-0.03, 0.11, 0.15], [0.20, -0.18, 0.23], [-0.17, 0.13, 0.17], [0.40, -0.32, -0.17], [0.01, 0.02, -0.21], [-0.41, 0.01, -0.15], [0.06, 0.13, 0.01], [0.59, -0.03, 0.36], [0.26, -0.72, 0.71], [-0.07, 0.19, -0.27], [0.27, 0.33, -0.15], [-0.02, 0.46, -0.02], [-0.11, -0.20, -0.28], [0.11, -0.01, -0.25], [0.49, 0.89, 0.16], [-0.01, -0.28, -0.08], [-0.34, 0.00, -0.30], [-0.17, -0.20, 0.34], [0.05, -0.02, -0.71], [0.17, 0.05, -0.04], [0.01, -0.06, -0.46], [-0.20, -0.03, 0.23], [0.00, -0.16, 0.51]]
}